(1)
The following is a DFT calculation (ωB97M-V/def2-TZVPD) of C3H2ClF3O in the gas phase.

XYZ file:
```
10
Properties=species:S:1:pos:R:3:forces:R:3
C -1.665 -0.152 0.002 0.75 -2.29 1.92
C 0.885 -0.717 -0.170 1.41 -0.03 -1.29
C 0.492 0.751 0.099 -0.49 1.03 0.78
O -0.836 0.831 -0.364 1.42 1.46 0.37
F 0.954 -1.014 -1.537 -0.09 0.59 2.44
F 0.648 1.054 1.464 -0.85 -1.07 -1.65
F 1.192 1.795 -0.468 -0.84 -1.77 -0.14
Cl 2.236 -1.341 0.750 -0.84 0.32 -0.80
H -2.493 -0.348 -0.654 -0.04 0.17 -0.15
H -1.413 -0.858 0.877 -0.44 1.58 -1.47
```
Forces are in eV/Å.

Results
HOMO energy (spin up / spin down) ... -9.77 / -8.50 eV
Relative energy (zero: lowest compared OMol25 entry of this formula, charge and spin) ... 3.556 eV
Orbital gap (spin up / spin down) ... 9.7 / 7.1 eV

Here are the Löwdin charges for atoms 1 to 6, given in e: 0.03, -0.54, -0.53, -0.02, -0.01, 0.06

***

(2)
The following is a DFT calculation (ωB97M-V/def2-TZVPD) of a molecular structure, C7H9BeFN7O6Se2Te2.

XYZ file:
```
35
Properties=species:S:1:pos:R:3:forces:R:3
Be 1.176 -0.015 -0.967 -3.07 0.48 -0.47
Se -0.515 4.503 -1.684 0.03 0.14 0.15
Te -0.627 4.164 -4.120 0.09 -0.38 0.32
Te -1.348 1.438 -4.220 -0.13 0.38 -1.40
Se -1.008 0.296 -2.110 0.89 -0.18 1.49
N 1.031 -1.773 -1.247 0.90 -0.51 2.46
N 2.276 -2.161 -1.763 1.45 1.31 -0.56
C 3.201 -1.139 -1.946 -1.98 -0.51 -0.03
N 4.434 -1.374 -2.351 0.18 2.19 0.14
N 2.644 0.072 -1.732 1.28 -0.71 -0.21
N 3.366 1.254 -1.862 -0.99 1.52 1.60
O 2.768 2.183 -1.277 2.29 -1.89 -2.02
O 4.468 1.260 -2.450 -1.65 0.38 0.85
H 0.943 -2.037 -0.189 0.29 0.12 -1.42
H 0.259 -2.116 -1.791 -0.23 0.22 -0.58
H 2.674 -3.038 -1.523 0.02 -0.90 0.23
H 4.947 -2.207 -2.382 -0.02 -1.49 0.06
H 4.973 -0.508 -2.441 -0.14 -0.24 -0.16
F -3.849 1.923 0.124 0.43 0.45 0.48
C -3.461 1.204 1.177 0.49 0.07 -0.21
C -2.154 1.103 1.582 -1.56 -0.76 -0.65
N -1.724 0.034 2.374 -2.14 -0.30 0.34
C -0.304 -0.214 2.724 -2.08 0.57 1.38
C 0.516 -0.605 1.532 1.29 -0.33 -2.76
O 1.014 -1.749 1.453 -0.49 0.77 0.52
O 0.643 0.268 0.535 0.06 -1.00 2.19
C -2.761 -0.794 2.938 0.21 0.61 1.34
O -2.584 -1.810 3.601 0.48 0.93 -0.90
N -4.067 -0.228 2.907 1.34 -1.07 -0.29
C -4.568 0.565 1.886 -0.81 0.32 0.60
O -5.779 0.748 1.795 1.45 -0.09 -0.36
H -1.406 1.767 1.217 0.49 0.21 -0.62
H -0.480 -0.979 3.507 1.11 -0.05 -0.73
H 0.057 0.694 3.237 0.20 -0.26 -0.47
H -4.756 -0.727 3.468 0.34 0.02 -0.34
```
Forces are in eV/Å.

Results
HOMO energy ... -2.24 eV
Net charge ... -1
Orbital gap ... 3.3 eV

Here are the Löwdin charges for atoms 1 to 6, given in e: 0.02, -0.58, -0.16, -0.06, -0.18, -0.01

***

(3)
The following is a DFT calculation (ωB97M-V/def2-TZVPD) of a molecular structure, C38H52N3OP2Sn.

XYZ file:
```
97
Properties=species:S:1:pos:R:3:forces:R:3
C -1.439 1.735 -2.516 -0.97 -0.19 0.26
C -2.038 -0.454 -2.010 -1.33 0.55 0.12
C -2.226 1.700 -3.662 0.00 0.43 -0.22
C -3.072 -0.434 -2.984 0.65 0.14 -0.24
C -3.145 0.664 -3.847 0.08 -0.27 0.73
H -2.177 2.538 -4.351 0.07 -0.24 -0.07
H -3.719 -1.304 -3.083 0.35 0.08 -0.30
H -3.856 0.684 -4.672 0.13 0.03 0.27
N -1.597 0.782 -1.576 2.11 -1.93 -0.95
P 0.202 3.051 -0.561 0.30 0.43 -0.97
P -0.776 -2.918 -0.378 0.34 0.08 -1.76
C -0.418 2.838 -2.289 -0.43 0.68 -0.40
H 0.462 2.679 -2.949 -0.63 -0.07 0.32
H -0.918 3.757 -2.630 0.50 -0.08 0.00
C -1.323 -1.758 -1.750 -4.40 -2.00 1.28
H -1.803 -2.687 -2.301 1.04 2.78 0.03
C -0.284 -4.555 -1.203 -0.67 -0.46 0.49
C -1.384 -2.983 1.382 0.48 0.26 0.74
C 2.053 3.297 -0.664 -0.11 0.83 -0.32
C -0.872 4.416 0.175 0.30 -0.01 -0.09
C 1.225 -4.712 -0.928 0.09 -0.01 0.03
H 1.460 -4.645 0.144 -0.07 -0.08 -0.28
H 1.545 -5.702 -1.287 -0.05 0.23 0.09
H 1.821 -3.948 -1.449 -0.26 -0.21 0.14
C -1.053 -5.749 -0.618 0.06 -0.30 -0.13
H -0.908 -5.881 0.459 -0.06 0.00 -0.25
H -2.124 -5.661 -0.832 0.14 -0.06 0.08
H -0.691 -6.661 -1.119 -0.11 0.17 0.24
C -0.535 -4.583 -2.719 0.08 -0.07 -0.19
H -0.453 -5.631 -3.040 0.02 0.24 0.04
H -1.543 -4.243 -2.987 0.19 -0.32 -0.06
H 0.194 -4.000 -3.293 -0.25 -0.15 0.24
C -0.298 -3.718 2.194 0.19 -0.09 0.19
H 0.675 -3.208 2.087 -0.37 -0.09 0.09
H -0.574 -3.722 3.263 0.05 -0.01 -0.34
H -0.157 -4.760 1.878 -0.11 0.33 0.16
C -1.546 -1.563 1.964 0.16 -0.29 0.17
H -0.561 -1.078 2.108 -0.63 -0.36 -0.18
H -2.198 -0.931 1.339 0.28 -0.25 0.22
H -2.012 -1.624 2.962 0.03 -0.27 -0.29
C -2.747 -3.695 1.426 -0.01 -0.12 -0.25
H -2.684 -4.745 1.128 -0.01 0.22 0.10
H -3.146 -3.654 2.449 0.17 0.02 -0.17
H -3.468 -3.199 0.764 0.11 -0.04 0.15
C -0.272 4.902 1.506 -0.05 0.13 0.06
H -0.969 5.626 1.959 0.18 -0.23 -0.13
H -0.121 4.091 2.234 -0.03 0.11 -0.25
H 0.683 5.425 1.355 -0.27 -0.16 0.04
C -2.285 3.833 0.407 0.00 -0.08 0.07
H -2.732 3.472 -0.532 0.12 0.03 0.22
H -2.300 3.014 1.146 0.09 0.30 -0.31
H -2.934 4.641 0.784 0.24 -0.23 -0.12
C -0.989 5.599 -0.796 -0.04 0.27 0.13
H -1.501 6.419 -0.273 0.08 -0.14 -0.15
H -0.014 5.973 -1.127 -0.24 -0.06 0.05
H -1.593 5.352 -1.676 0.12 0.08 0.18
C 2.640 2.151 -1.521 -0.07 0.07 0.02
H 2.384 2.274 -2.583 0.11 -0.10 0.27
H 3.738 2.196 -1.445 -0.32 0.01 0.00
H 2.310 1.152 -1.195 0.06 0.26 -0.07
C 2.682 3.251 0.742 -0.02 0.01 0.03
H 2.473 2.304 1.260 0.12 0.31 -0.24
H 3.774 3.350 0.630 -0.33 -0.03 0.04
H 2.337 4.073 1.384 0.11 -0.23 -0.21
C 2.344 4.649 -1.338 0.54 0.02 -0.01
H 1.884 4.721 -2.335 0.08 -0.01 0.27
H 2.022 5.507 -0.730 0.08 -0.31 -0.15
H 3.434 4.736 -1.474 -0.24 0.08 -0.02
Sn -0.289 0.790 0.416 -0.91 -1.66 -0.19
C -1.674 1.328 2.956 -1.55 0.04 5.02
O -1.845 1.096 4.088 0.91 0.44 -4.02
N 0.509 -0.834 -0.494 1.03 1.21 1.17
C 0.123 -1.652 -1.494 0.39 0.54 -0.33
C 0.845 -1.672 -2.807 0.06 0.42 1.36
C 2.226 -1.545 -2.654 -0.75 -0.15 -0.12
C 0.128 -1.621 -4.015 0.79 -0.32 0.40
C 2.953 -1.553 -3.822 0.38 0.11 -0.15
H 2.608 -1.422 -1.608 -0.18 -0.32 -1.20
C 0.888 -1.614 -5.173 0.33 0.19 -0.20
H -0.976 -1.621 -4.025 0.93 -0.10 -0.17
C 2.290 -1.587 -5.060 0.09 -0.15 0.10
H 4.038 -1.548 -3.718 -0.16 0.12 -0.57
H 0.370 -1.639 -6.141 0.52 0.12 0.32
H 2.914 -1.598 -5.942 -0.11 -0.02 -0.22
N 1.343 0.747 2.433 0.66 -1.04 7.10
C 1.355 0.585 3.645 0.03 1.11 -8.11
C 1.333 0.431 5.029 0.05 -0.58 1.80
C 1.426 1.560 5.856 -0.19 -0.03 0.12
C 1.286 1.424 7.232 0.01 -0.27 -0.03
C 1.080 0.161 7.797 -0.01 -0.26 -0.22
C 1.050 -0.982 6.981 0.08 0.15 -0.30
C 1.194 -0.854 5.592 -0.21 -0.06 0.37
H 1.581 2.536 5.404 -0.07 -0.13 0.10
H 1.328 2.304 7.869 0.01 -0.17 -0.13
H 0.943 0.052 8.878 0.09 0.09 -0.46
H 0.906 -1.978 7.424 0.11 0.57 -0.23
H 1.179 -1.742 4.944 -0.04 0.52 0.33
```
Forces are in eV/Å.

Results
HOMO energy ... -8.34 eV
Net charge ... +1
Orbital gap ... 5.9 eV

Here are the Löwdin charges for atoms 1 to 6, given in e: -0.31, -0.21, -0.03, -0.03, -0.04, 0.12